# 1
ORCA calculation (ωB97M-V/def2-TZVPD) on a molecular structure, C4H8O3.

As for the total charge: 0. The calculation puts the relative energy (zero: lowest compared OMol25 entry of this formula, charge and spin) at 8.323 eV. The HOMO energy comes out at -0.356 hartree.

Last column: Mulliken charge in e.
CARTESIAN COORDINATES (ANGSTROEM)
1 H -0.3520 1.2614 -1.0853  0.447
2 O 2.0345 0.4199 -0.6632  -0.383
3 O 1.8717 -0.7316 0.1897  -0.301
4 H -1.8511 1.4662 0.0639  0.227
5 C 0.6211 -0.6553 0.8774  -0.084
6 H -0.6397 0.7300 1.7790  0.549
7 H 0.7962 -1.0555 1.7290  0.504
8 C -0.7335 0.8968 -0.2735  -0.502
9 H 1.8845 -0.2539 -1.6580  0.385
10 H -0.8326 -0.8924 -1.8104  0.222
11 H 0.6030 1.6136 0.9503  0.300
12 O -0.2129 -1.4878 0.2373  -0.379
13 H -2.1805 -1.3532 -0.7201  0.226
14 C -1.0006 -0.7071 -0.6821  -0.473
15 C -0.0080 0.7488 1.0663  -0.737

---

# 2
ORCA calculation (ωB97M-V/def2-TZVPD) on a single C4H8O3 molecule.

Its SMILES is COC(=O)[C@@H](C)O. As for the total charge: 0. The calculation puts the relative energy (zero: lowest compared OMol25 entry of this formula, charge and spin) at 1.707 eV. The HOMO energy comes out at -0.376 hartree.

Last column: Mulliken charge in e.
CARTESIAN COORDINATES (ANGSTROEM)
1 H -0.3730 1.7739 -0.5248  0.296
2 H 2.5821 -0.5565 1.2458  0.287
3 O 0.8799 0.2487 0.5645  -0.270
4 C -1.1181 0.9985 -0.8048  -1.085
5 H -0.7032 0.5995 -1.7487  0.297
6 O 0.3912 -1.7567 -0.3987  -0.600
7 C 0.0698 -0.7391 0.1678  0.539
8 H -1.3620 0.3281 1.3282  0.231
9 H -2.1629 -1.9369 -0.0801  0.345
10 C -1.2955 -0.1774 0.3612  0.270
11 H -2.0487 1.5184 -0.9929  0.386
12 H 2.5216 -0.3413 -0.5394  0.330
13 H 2.6774 1.0938 0.5398  0.229
14 O -2.3239 -1.1429 0.4523  -0.554
15 C 2.2653 0.0899 0.4299  -0.699

---

# 3
ORCA calculation (ωB97M-V/def2-TZVPD) on 2 unconnected molecules or ions with the total composition C4H8O3.

Its SMILES is C[C@@H](O)C=O.C=O. As for the total charge: 0. The calculation puts the relative energy (zero: lowest compared OMol25 entry of this formula, charge and spin) at 2.162 eV. The HOMO energy comes out at -0.373 hartree.

Last column: Mulliken charge in e.
CARTESIAN COORDINATES (ANGSTROEM)
1 O 0.9169 1.5134 1.2150  -0.564
2 H 0.8165 -1.8308 1.5398  0.359
3 O 1.0587 0.7435 -1.3311  -0.566
4 H 1.1539 1.9099 0.3598  0.357
5 H -2.9118 -0.3844 -2.7103  0.269
6 C -2.0100 -0.0516 -2.1682  -0.098
7 O -2.0304 0.1297 -0.9757  -0.397
8 H 1.0670 -0.6144 2.8095  0.336
9 C 0.4542 0.2240 0.9236  0.358
10 C 0.6228 -0.0722 -0.5476  0.025
11 C 1.1991 -0.8241 1.7453  -1.285
12 H 0.3491 -1.0946 -0.8743  0.461
13 H -0.6258 0.1451 1.1256  0.189
14 H -1.0894 0.0948 -2.7643  0.231
15 H 2.2695 -0.7939 1.5180  0.324

---

# 4
ORCA calculation (ωB97M-V/def2-TZVPD) on 2 unconnected molecules or ions with the total composition C4H8O3.

Its SMILES is COC(C)=O.C=O. As for the total charge: 0. The calculation puts the relative energy (zero: lowest compared OMol25 entry of this formula, charge and spin) at 3.549 eV. The HOMO energy comes out at -0.345 hartree.

Last column: Mulliken charge in e.
CARTESIAN COORDINATES (ANGSTROEM)
1 O -0.8416 -0.2640 -0.2728  -0.384
2 C -0.2234 1.1681 -0.0809  0.696
3 O -0.7756 2.0753 -0.6168  -0.451
4 H 1.4545 0.4324 1.0267  0.316
5 C -0.8412 -1.2447 0.7561  -0.689
6 C 0.3423 -0.6103 -1.9462  0.140
7 H -0.2313 -0.4754 -2.8770  0.337
8 H 0.1725 -1.6021 0.9534  0.320
9 H 0.6083 0.4870 -1.5418  0.021
10 O 1.0220 -1.5715 -1.6944  -0.494
11 H 0.1345 1.1128 2.0172  0.344
12 H -1.2828 -0.8388 1.6683  0.297
13 H 1.1802 2.2013 1.1146  0.336
14 H -1.4262 -2.0916 0.3971  0.258
15 C 0.7079 1.2214 1.0966  -1.048

---

# 5
ORCA calculation (ωB97M-V/def2-TZVPD) on a single C4H8O3 molecule.

Its SMILES is O=C(CO)CCO. As for the total charge: 0. The calculation puts the relative energy (zero: lowest compared OMol25 entry of this formula, charge and spin) at 1.392 eV. The HOMO energy comes out at -0.373 hartree.

Last column: Mulliken charge in e.
CARTESIAN COORDINATES (ANGSTROEM)
1 H -1.1102 -0.6242 1.3778  0.308
2 H -1.9441 2.2198 0.2408  0.309
3 O 1.2255 -1.2667 -0.7601  -0.629
4 O 2.8527 -0.0592 0.9395  -0.539
5 O -1.1551 1.7414 -0.0400  -0.507
6 C 1.4891 -0.0034 1.2200  -0.478
7 H 2.9196 -0.5341 0.0930  0.372
8 H 1.2689 -0.4578 2.2002  0.269
9 H 1.1077 1.0295 1.2545  0.251
10 C -0.8381 -0.6821 0.3176  -0.668
11 H -1.2077 -1.6369 -0.0739  0.340
12 C -1.5210 0.4412 -0.4858  -0.360
13 H -2.6125 0.2221 -0.4527  0.329
14 H -1.2037 0.3228 -1.5288  0.259
15 C 0.6688 -0.7141 0.1701  0.746

---

# 6
ORCA calculation (ωB97M-V/def2-TZVPD) on 2 unconnected molecules or ions with the total composition C4H8O3.

Its SMILES is O=C=CCO.CO. As for the total charge: 0. The calculation puts the relative energy (zero: lowest compared OMol25 entry of this formula, charge and spin) at 2.904 eV. The HOMO energy comes out at -0.329 hartree.

Last column: Mulliken charge in e.
CARTESIAN COORDINATES (ANGSTROEM)
1 C -2.6949 -0.4422 0.0165  -0.618
2 H 3.6515 -0.9612 0.2653  0.305
3 C 0.8457 0.5581 0.3266  -0.781
4 C 2.2081 0.2306 -0.1940  -0.401
5 H -3.5156 -0.8591 0.6015  0.264
6 O -1.7304 0.0710 0.9146  -0.553
7 H -2.2920 -1.2201 -0.6470  0.284
8 O 2.7148 -0.8981 0.4904  -0.517
9 H -0.9781 -0.5389 0.9258  0.376
10 C -0.0610 0.8342 -0.5934  0.771
11 H -3.0504 0.3775 -0.6163  0.241
12 H 0.6436 0.6856 1.3851  0.485
13 H 2.1125 0.0263 -1.2721  0.286
14 H 2.8650 1.1018 -0.0646  0.275
15 O -0.7188 1.0345 -1.5385  -0.416

---

# 7
ORCA calculation (ωB97M-V/def2-TZVPD) on a single C4H8O3 molecule.

Its SMILES is C[C@@H](O)CC(=O)O. As for the total charge: 0. The calculation puts the relative energy (zero: lowest compared OMol25 entry of this formula, charge and spin) at 0.742 eV. The HOMO energy comes out at -0.386 hartree.

Last column: Mulliken charge in e.
CARTESIAN COORDINATES (ANGSTROEM)
1 C -0.7902 -0.1864 -0.0607  0.390
2 O 1.8940 1.5473 -1.0285  -0.445
3 O 1.1165 2.2340 0.9621  -0.536
4 H -1.6026 1.1042 1.2579  0.322
5 O -1.6116 0.1731 1.0243  -0.557
6 C 0.6958 -0.0539 0.2728  -0.580
7 H -1.3260 -2.0927 0.6010  0.342
8 H 0.9402 -0.4712 1.2448  0.351
9 H 2.6733 2.1047 -0.9150  0.339
10 C 1.2225 1.3612 0.1441  0.355
11 H -0.3095 -2.1805 -0.8232  0.363
12 H -1.0042 0.4553 -0.9251  0.310
13 H 1.2959 -0.6235 -0.4383  0.334
14 C -1.1371 -1.6340 -0.3773  -1.297
15 H -2.0569 -1.7377 -0.9388  0.309

---

# 8
ORCA calculation (ωB97M-V/def2-TZVPD) on 2 unconnected molecules or ions with the total composition C4H8O3.

Its SMILES is OC[C@H]1CO1.C=O. As for the total charge: 0. The calculation puts the relative energy (zero: lowest compared OMol25 entry of this formula, charge and spin) at 3.382 eV. The HOMO energy comes out at -0.379 hartree.

Last column: Mulliken charge in e.
CARTESIAN COORDINATES (ANGSTROEM)
1 H -0.7969 -0.6761 -1.4556  0.233
2 C 0.6791 0.7411 -0.5891  0.178
3 O 0.1837 1.1828 -1.8572  -0.506
4 C -0.2098 1.2429 0.5511  -0.484
5 H -0.4573 -1.0795 1.7544  0.112
6 O 1.1192 -1.9187 0.8113  -0.369
7 O -1.5573 1.1614 0.1551  -0.546
8 C 0.1144 -1.9809 1.4744  0.013
9 H 0.8928 -0.7893 -2.1730  0.300
10 H -0.1075 0.6619 1.4715  0.177
11 H -1.5576 1.5285 -0.7447  0.353
12 H 0.0484 2.2779 0.8298  0.265
13 C 0.1828 -0.2174 -1.5756  -0.438
14 H -0.2983 -2.9373 1.8417  0.269
15 H 1.7643 0.8027 -0.4942  0.444

---

# 9
ORCA calculation (ωB97M-V/def2-TZVPD) on 2 unconnected molecules or ions with the total composition C4H8O3P.

As for the total charge: -1. The calculation puts the relative energy (zero: lowest compared OMol25 entry of this formula, charge and spin) at 4.329 eV. The HOMO energy (alpha / beta) comes out at -0.106 / -0.106 hartree.

Last column: Mulliken charge in e.
CARTESIAN COORDINATES (ANGSTROEM)
1 H 3.2495 0.1661 -0.1807  0.272
2 C 0.6381 -0.5409 -0.2104  -0.117
3 H 1.4420 -0.7407 1.6523  0.310
4 C 2.8824 -0.7622 -0.6985  -0.820
5 C 0.5793 -0.8073 1.0483  -0.721
6 H 2.9126 -1.5265 0.1458  0.289
7 H -2.1543 1.1275 1.5180  0.242
8 H -2.9109 2.2559 0.1482  0.339
9 O -3.1204 -1.0105 -0.1764  -0.651
10 H 3.3868 -0.9000 -1.6098  0.280
11 O -2.5179 0.5317 -2.1532  -0.664
12 H -0.3887 -0.8985 1.6621  0.197
13 P -2.2948 0.0959 -0.7419  0.862
14 H -1.0902 1.7982 0.3094  0.225
15 O 1.5908 -0.2991 -1.1611  -0.271
16 C -2.2043 1.5106 0.4479  -0.772

---

# 10
ORCA calculation (ωB97M-V/def2-TZVPD) on a molecular structure, C4H8O3P3.

As for the total charge: -1. The HOMO energy comes out at -0.133 hartree.

Last column: Mulliken charge in e.
CARTESIAN COORDINATES (ANGSTROEM)
1 O 1.9762 -1.7828 1.4337  -0.692
2 C 0.5765 -1.0550 -0.3417  0.168
3 H 0.3440 -3.5255 -1.4711  0.231
4 H 1.1720 -1.4975 -1.1213  0.251
5 C -0.5789 -1.9754 -0.3049  -0.264
6 H -0.5039 4.0769 -0.7462  0.020
7 P -1.1765 1.8092 1.4360  -0.176
8 C -0.5790 -3.1697 -0.8867  -0.778
9 O 0.2149 0.4732 -0.9705  -0.359
10 P -0.6425 3.0202 -1.5999  -0.235
11 H 0.5393 3.3180 -2.1353  0.026
12 H -1.2224 -1.5333 0.4224  0.318
13 H -0.4595 1.3289 2.5659  0.068
14 C 1.2500 -0.8635 1.0585  0.607
15 H -1.4349 -3.7680 -0.6091  0.270
16 H -0.8781 3.1013 1.7376  0.007
17 O 1.0101 0.2635 1.5730  -0.595
18 P 0.3928 1.7794 -0.0402  0.133

---

# 11
ORCA calculation (ωB97M-V/def2-TZVPD) on a single C4H8O3S molecule.

As for the total charge: 0. The calculation puts the relative energy (zero: lowest compared OMol25 entry of this formula, charge and spin) at 4.865 eV. The HOMO energy comes out at -0.329 hartree.

Last column: Mulliken charge in e.
CARTESIAN COORDINATES (ANGSTROEM)
1 C 0.0143 -1.4266 -0.3777  -0.507
2 C 2.0270 1.0844 -0.2387  -0.627
3 H 2.0897 1.7142 -1.1572  0.222
4 H -0.7791 -1.9260 -0.7888  0.335
5 O 0.5338 1.1255 -0.0748  -0.423
6 H 1.0415 -0.8771 1.5777  0.271
7 H -2.0698 2.2666 -0.2356  0.332
8 H -0.6158 -1.5599 1.8009  0.169
9 H 1.0430 -1.5011 -0.9178  0.091
10 H 2.5845 1.5279 0.6039  0.228
11 O -3.0009 -0.9534 -0.7547  -0.490
12 C 0.1525 -1.0930 1.1172  -0.442
13 H 2.2294 0.1047 -0.3375  0.315
14 S -2.4730 0.0307 0.1831  0.614
15 O -2.4954 1.5285 -0.6065  -0.491
16 C -0.2814 -0.0455 0.2066  0.402

---

# 12
ORCA calculation (ωB97M-V/def2-TZVPD) on a molecular structure, C4H8O3S.

As for the total charge: 0. The calculation puts the relative energy (zero: lowest compared OMol25 entry of this formula, charge and spin) at 4.615 eV. The HOMO energy comes out at -0.302 hartree.

Last column: Mulliken charge in e.
CARTESIAN COORDINATES (ANGSTROEM)
1 S 3.6508 -0.3549 0.0738  -0.318
2 H 0.2751 -1.1542 -0.6677  0.575
3 H -0.4357 -0.8403 1.3353  0.238
4 H 1.1014 1.2168 1.1339  0.289
5 C -1.2086 0.6964 -0.0930  -0.345
6 H -1.5471 1.7461 0.4622  0.300
7 H -2.1748 0.4887 -1.0858  0.227
8 C 1.2286 0.9938 0.0604  -0.419
9 H -1.7891 -1.1072 -0.9219  0.390
10 O -1.0588 -1.5744 -0.2725  -0.545
11 C -1.3083 -0.5911 0.6887  -0.433
12 H 1.8476 1.8621 -0.2619  0.329
13 C 2.0568 -0.2381 -0.2883  0.351
14 O 1.3727 -1.2771 -0.6807  -0.563
15 O 0.0421 0.8811 -0.9303  -0.378
16 H -2.0528 -0.7477 1.4476  0.303

---

# 13
ORCA calculation (ωB97M-V/def2-TZVPD) on a single C4H8O4 molecule.

Its SMILES is CC(=O)[C@](C)(O)OO. As for the total charge: 0. The calculation puts the relative energy (zero: lowest compared OMol25 entry of this formula, charge and spin) at 5.755 eV. The HOMO energy comes out at -0.337 hartree.

Last column: Mulliken charge in e.
CARTESIAN COORDINATES (ANGSTROEM)
1 C 0.4292 1.0162 0.2799  0.635
2 C 0.2583 -1.5512 0.9520  -1.268
3 H -0.4910 -2.4653 0.8282  0.303
4 H -1.2741 1.4170 1.4928  0.280
5 H 1.9467 -0.9514 -0.7860  0.308
6 O -0.9780 0.1345 -2.0630  -0.387
7 C 0.1194 -0.6367 -0.2622  1.067
8 O 1.5977 1.3077 0.1414  -0.568
9 C -0.6372 1.9335 0.7129  -1.128
10 H -1.3611 2.0750 -0.1835  0.244
11 H -0.7981 -0.2334 -2.9460  0.290
12 H -0.0378 -0.9845 1.8084  0.332
13 O 1.1162 -1.1268 -1.1883  -0.599
14 O -1.0343 -0.7589 -0.9466  -0.276
15 H 1.2683 -1.9053 1.0804  0.345
16 H -0.1243 2.7295 1.0797  0.422

---

# 14
ORCA calculation (ωB97M-V/def2-TZVPD) on 2 unconnected molecules or ions with the total composition C4H8O4.

Its SMILES is C[C@H]1OC(=O)[C@H]1O.O. As for the total charge: 0. The calculation puts the relative energy (zero: lowest compared OMol25 entry of this formula, charge and spin) at 2.712 eV. The HOMO energy comes out at -0.394 hartree.

Last column: Mulliken charge in e.
CARTESIAN COORDINATES (ANGSTROEM)
1 C 1.6815 -0.1114 0.6204  -1.205
2 C -1.1272 0.9401 -0.7714  0.324
3 H 1.7197 -0.4196 1.6749  0.325
4 H -1.4265 0.9306 1.3977  0.423
5 C -0.8748 0.3743 0.6278  0.164
6 O -2.0315 1.4642 -1.3498  -0.532
7 C 0.5726 0.8889 0.4396  0.192
8 H -0.8570 -1.6829 -1.0719  0.340
9 H -1.2032 -1.3070 1.5696  0.322
10 O -1.1033 -0.9994 0.6641  -0.535
11 H 0.7718 1.8335 0.9593  0.360
12 H 0.1577 -0.9322 -2.1109  0.338
13 O 0.3078 1.1693 -0.9788  -0.436
14 O -0.7525 -1.4856 -2.0184  -0.660
15 H 1.5188 -0.9995 -0.0038  0.218
16 H 2.6461 0.3367 0.3516  0.361

---

# 15
ORCA calculation (ωB97M-V/def2-TZVPD) on a single C4H8OS molecule.

As for the total charge: 0. The calculation puts the relative energy (zero: lowest compared OMol25 entry of this formula, charge and spin) at 1.708 eV. The HOMO energy comes out at -0.322 hartree.

Last column: Mulliken charge in e.
CARTESIAN COORDINATES (ANGSTROEM)
1 H 0.3874 -1.8289 -0.3640  0.307
2 C -1.8246 -0.1952 -0.6786  -0.600
3 H -1.9042 -2.1267 0.3320  0.330
4 H -2.2961 -0.7476 -1.4903  0.284
5 C -1.4518 -1.1534 0.4185  -0.598
6 H -1.8011 -0.8012 1.4056  0.273
7 C -0.6921 0.7032 -1.2891  -0.491
8 H 0.4871 -1.5389 1.4082  0.441
9 O 1.6930 0.2824 -0.9244  -0.638
10 C 0.0963 -1.2001 0.4685  -0.644
11 H -1.0200 1.7494 -1.4068  0.335
12 S 0.6246 0.5416 0.0694  0.381
13 H -2.6491 0.4177 -0.3594  0.311
14 H -0.2664 0.4113 -2.2632  0.308

---

# 16
ORCA calculation (ωB97M-V/def2-TZVPD) on 2 unconnected molecules or ions with the total composition C4H8OS.

As for the total charge: 0. The calculation puts the relative energy (zero: lowest compared OMol25 entry of this formula, charge and spin) at 3.363 eV. The HOMO energy (alpha / beta) comes out at -0.266 / -0.266 hartree.

Last column: Mulliken charge in e.
CARTESIAN COORDINATES (ANGSTROEM)
1 H -2.1659 0.5143 0.6190  0.340
2 H 0.2403 -0.5835 -2.1730  0.380
3 H 0.5159 1.0749 -1.7279  0.274
4 O 2.5910 -0.0753 -0.3123  -0.368
5 S -0.2489 -1.9654 0.0011  -0.205
6 C 1.8548 -0.0312 0.5979  0.147
7 H 1.9389 0.3371 1.6148  0.330
8 C -0.3041 -0.2068 -0.0891  0.485
9 H -0.7177 1.6509 0.8440  0.262
10 H -0.1967 -1.9924 1.4245  0.115
11 H -0.9266 0.0532 1.8015  0.371
12 C -0.2362 0.2378 -1.5872  -1.353
13 H -1.2299 0.4128 -1.8907  0.396
14 C -1.1151 0.5737 0.8774  -1.176

---

# 17
ORCA calculation (ωB97M-V/def2-TZVPD) on a single C4H8OS molecule.

Its SMILES is CC(=O)CCS. As for the total charge: 0. The calculation puts the relative energy (zero: lowest compared OMol25 entry of this formula, charge and spin) at 1.024 eV. The HOMO energy comes out at -0.335 hartree.

Last column: Mulliken charge in e.
CARTESIAN COORDINATES (ANGSTROEM)
1 C 1.5105 0.3511 0.6145  -0.536
2 H -2.7454 -0.0345 -0.9760  0.285
3 H 0.3210 -1.4356 0.2134  0.391
4 S 3.1702 0.3569 -0.1346  -0.250
5 H -2.2825 -1.3715 0.0600  0.283
6 C -2.2318 -0.2231 -0.0059  -1.036
7 H 1.1637 1.2975 0.7209  0.402
8 C 0.4338 -0.4411 -0.1196  -0.591
9 H 0.6893 -0.5575 -1.1691  0.318
10 O -0.8469 1.7045 -0.1878  -0.564
11 H 3.0521 -0.2284 -1.3040  0.106
12 C -0.8859 0.4542 -0.0852  0.564
13 H 1.4522 -0.1198 1.6247  0.312
14 H -2.8001 0.2472 0.7488  0.315